(1)
{
  "formula": "C4H10NOS",
  "method": "ωB97M-V with the def2-TZVPD basis set",
  "homo_lumo_gap_ev": [8.5, 8.5],
  "total_charge": 1,
  "de_lowest_ev": 5.288,
  "species": ["C", "C", "C", "C", "N", "O", "S", "H", "H", "H", "H", "H", "H", "H", "H", "H", "H"],
  "coordinates": [[-0.4368, -0.8048, -1.3643], [-1.9221, -0.7680, 0.5778], [0.3936, 0.7387, 0.4775], [2.5163, 1.6888, 0.4642], [-1.3244, -1.5630, -0.5277], [1.6782, 0.6012, 0.6542], [-0.4996, -0.2278, 1.6410], [-1.0248, -0.2659, -2.1485], [0.2637, -1.5551, -1.9139], [-2.5198, 0.0571, 0.2995], [-2.3961, -1.3071, 1.4069], [0.0202, 1.6615, 0.1950], [3.3457, 1.4390, -0.4053], [3.1400, 1.9572, 1.3996], [1.8971, 2.6270, 0.1870], [-2.1904, -1.8862, -0.9464], [-0.9407, -2.3926, 0.0034]]
}

---

(2)
{
  "formula": "C2H7NO3",
  "method": "ωB97M-V with the def2-TZVPD basis set",
  "smiles": "CC(=O)O.NO",
  "homo_lumo_gap_ev": 9.9,
  "de_lowest_ev": 2.757,
  "species": ["C", "C", "O", "O", "H", "H", "H", "H", "N", "O", "H", "H", "H"],
  "coordinates": [[0.8714, 1.3846, -0.1378], [0.8239, -0.0442, 0.3269], [0.6920, -0.4299, 1.4478], [1.2072, -1.0155, -0.7212], [1.8929, 1.6585, -0.3987], [0.2252, 1.5119, -1.0041], [0.4990, 2.0312, 0.6533], [1.5749, -0.5747, -1.4979], [-1.9701, -1.1047, 0.5834], [-1.2511, -0.5361, -0.5167], [-2.5916, -0.3572, 0.8868], [-1.2803, -1.2337, 1.3303], [-0.6934, -1.2901, -0.9521]]
}

---

(3)
{
  "formula": "C5H11NO",
  "method": "ωB97M-V with the def2-TZVPD basis set",
  "smiles": "CC/N=C(\\O)CC",
  "homo_lumo_gap_ev": 10.2,
  "de_lowest_ev": 0.833,
  "species": ["C", "C", "N", "C", "O", "C", "C", "H", "H", "H", "H", "H", "H", "H", "H", "H", "H", "H"],
  "coordinates": [[2.1993, 1.6434, 0.2528], [1.8715, 0.4217, -0.6020], [0.4436, 0.3328, -0.7656], [-0.2149, -0.6720, -0.4148], [0.3333, -1.8028, 0.1242], [-1.7127, -0.6565, -0.5522], [-2.3669, -0.3612, 0.7989], [1.8104, 1.5136, 1.2602], [1.7442, 2.5288, -0.1834], [3.2765, 1.7832, 0.3069], [2.3025, -0.4831, -0.1536], [2.2965, 0.5552, -1.6029], [-0.3579, -2.4399, 0.3362], [-1.9792, 0.1172, -1.2660], [-2.0600, -1.6224, -0.9401], [-2.0514, 0.6156, 1.1533], [-3.4498, -0.3653, 0.7041], [-2.0849, -1.1081, 1.5439]]
}

---

(4)
{
  "formula": "C11H15NS",
  "method": "ωB97M-V with the def2-TZVPD basis set",
  "smiles": "Cc1c[nH]c2ccccc12.CSC",
  "homo_lumo_gap_ev": 9.3,
  "de_lowest_ev": 3.556,
  "species": ["C", "C", "C", "N", "C", "C", "C", "C", "C", "C", "H", "H", "H", "H", "H", "H", "H", "H", "H", "C", "S", "C", "H", "H", "H", "H", "H", "H"],
  "coordinates": [[2.4448, -2.9761, -2.2731], [1.3041, -2.9318, -1.3266], [0.8377, -3.6736, -0.2579], [-0.2032, -2.8625, 0.4659], [-0.3317, -1.6468, -0.2291], [-1.2395, -0.4869, -0.0177], [-1.0876, 0.5978, -0.7914], [-0.0177, 0.6743, -1.7757], [0.7790, -0.3579, -2.1053], [0.5737, -1.5116, -1.2916], [2.3315, -3.7919, -3.0136], [3.3874, -3.2279, -1.7327], [2.6667, -2.0873, -2.8513], [0.9202, -4.6386, -0.0120], [-1.0234, -3.1387, 0.7762], [-2.0916, -0.4507, 0.7174], [-1.5536, 1.5364, -0.9654], [-0.0568, 1.6482, -2.4797], [1.5216, -0.3095, -2.8938], [-2.0953, 2.6972, 1.7812], [-1.4987, 2.7642, 3.5083], [-0.0591, 3.8914, 3.2140], [-1.8055, 1.7393, 1.3066], [-3.0651, 2.6540, 1.7056], [-1.5427, 3.5100, 1.0322], [0.4035, 3.8529, 2.2300], [0.8475, 3.6041, 3.9099], [-0.3462, 4.9220, 3.3696]]
}

---

(5)
{
  "formula": "C7H11NOS",
  "method": "ωB97M-V with the def2-TZVPD basis set",
  "homo_lumo_gap_ev": [8.0, 8.0],
  "de_lowest_ev": 4.019,
  "species": ["C", "C", "C", "C", "C", "C", "C", "N", "O", "S", "H", "H", "H", "H", "H", "H", "H", "H", "H", "H", "H"],
  "coordinates": [[2.2036, 1.2703, 2.2738], [3.4269, -0.6626, 1.1560], [2.5575, 0.1739, 1.5645], [0.5783, 0.4048, -1.1563], [-1.4071, -0.9836, -0.4924], [-1.2213, 1.1531, 0.8201], [-0.4076, 0.0106, 0.0162], [1.7840, 2.1840, 2.7644], [1.1592, -2.3405, 0.5974], [0.4767, -1.2250, 1.3102], [2.9781, -1.5041, 0.5602], [4.4329, -0.6846, 1.2512], [0.1342, 0.9297, -1.9776], [1.3477, 1.0106, -0.7609], [0.9890, -0.6299, -1.5764], [-2.2012, -0.4490, -0.9098], [-1.7020, -1.5623, 0.3611], [-0.9585, -1.6149, -1.2702], [-2.2556, 1.0613, 0.5665], [-1.2234, 1.0096, 1.8814], [-0.8490, 2.1380, 0.6041]]
}

---

(6)
{
  "formula": "C31H60F3N6O15SV",
  "method": "ωB97M-V with the def2-TZVPD basis set",
  "multiplicity": 4,
  "homo_lumo_gap_ev": [7.3, 7.3],
  "s2": 3.753,
  "total_charge": 1,
  "species": ["V", "C", "F", "F", "F", "S", "O", "O", "O", "C", "C", "O", "N", "C", "H", "H", "H", "H", "H", "H", "H", "C", "C", "O", "N", "C", "H", "H", "H", "H", "H", "H", "H", "C", "C", "O", "N", "C", "H", "H", "H", "H", "H", "H", "H", "C", "C", "O", "N", "C", "H", "H", "H", "H", "H", "H", "H", "C", "C", "O", "N", "C", "H", "H", "H", "H", "H", "H", "H", "C", "C", "O", "N", "C", "H", "H", "H", "H", "H", "H", "H", "O", "C", "O", "C", "C", "C", "H", "H", "H", "H", "H", "H", "O", "C", "O", "C", "C", "C", "H", "H", "H", "H", "H", "H", "O", "C", "O", "C", "C", "C", "H", "H", "H", "H", "H", "H"],
  "coordinates": [[13.6290, 4.1248, 14.5906], [10.5714, 3.7394, 11.6008], [11.5518, 2.8834, 11.2855], [10.9487, 4.9877, 11.3189], [9.4796, 3.4226, 10.9157], [10.2917, 3.6995, 13.4053], [11.5144, 4.2609, 13.9715], [9.1392, 4.5524, 13.6064], [10.0130, 2.3474, 13.8399], [10.3783, 5.3883, 17.1117], [11.8588, 5.3816, 17.0902], [12.4781, 4.5450, 16.4093], [12.4690, 6.2672, 17.8746], [13.9063, 6.4104, 18.0832], [10.0428, 4.3575, 17.2343], [9.9473, 5.8018, 16.2047], [10.0267, 5.9118, 18.0011], [11.8719, 6.9028, 18.3758], [14.3145, 7.2166, 17.4735], [14.4193, 5.4828, 17.8481], [14.0672, 6.6564, 19.1302], [11.9478, -0.2773, 12.8414], [10.7688, -0.8665, 12.0692], [10.8748, -1.8527, 11.3683], [9.6516, -0.1007, 12.1260], [8.4781, -0.3300, 11.3083], [11.6064, 0.0949, 13.8043], [12.3898, 0.5120, 12.2318], [12.7030, -1.0613, 12.9064], [9.6920, 0.8268, 12.5152], [8.6894, -0.8814, 10.3919], [8.0710, 0.6210, 10.9431], [7.6367, -0.7922, 11.8283], [5.2822, 3.5126, 12.7661], [5.3612, 3.5259, 14.2810], [4.3969, 3.7959, 14.9615], [6.6369, 3.4210, 14.7719], [6.9051, 3.5356, 16.1844], [4.2295, 3.4265, 12.5043], [5.8801, 2.7277, 12.3125], [5.5501, 4.5148, 12.4168], [7.3356, 3.5503, 14.0592], [7.7214, 2.8708, 16.4871], [6.0298, 3.2916, 16.7763], [7.2115, 4.5621, 16.4253], [15.1141, 1.4677, 12.0414], [14.7766, 2.9300, 11.8750], [13.8753, 3.4945, 12.5263], [15.4818, 3.5671, 10.9362], [15.3154, 4.9696, 10.6288], [16.1844, 1.3945, 12.2596], [14.9032, 0.9199, 11.1201], [14.5850, 0.9425, 12.8280], [16.2829, 3.0842, 10.5602], [15.6665, 5.1021, 9.6042], [15.8734, 5.5977, 11.3177], [14.2517, 5.1860, 10.6036], [13.6857, -0.1214, 15.8020], [13.0436, 1.2126, 15.7719], [13.3775, 2.0473, 14.8974], [12.1401, 1.5254, 16.6928], [11.2635, 0.5862, 17.3927], [13.3531, -0.7565, 16.6197], [14.7373, 0.0690, 16.0432], [13.5838, -0.6040, 14.8348], [11.7542, 2.4485, 16.4960], [10.4487, 1.1540, 17.8278], [11.7912, 0.0821, 18.2034], [10.8817, -0.1847, 16.7238], [15.8426, 7.6436, 14.5885], [14.5601, 7.1494, 13.9653], [13.8547, 6.2760, 14.5246], [14.2063, 7.6579, 12.7968], [12.9708, 7.3101, 12.1329], [15.7852, 7.6201, 15.6682], [16.0569, 8.6529, 14.2352], [16.6563, 7.0163, 14.2176], [14.7838, 8.3718, 12.3840], [12.9316, 7.7594, 11.1465], [12.1212, 7.6934, 12.7040], [12.8603, 6.2305, 12.0924], [16.5148, 2.9161, 8.1857], [15.3216, 2.9197, 8.0814], [14.6491, 4.0858, 7.8713], [13.2667, 3.9717, 8.1716], [12.9844, 2.4786, 8.3675], [14.3535, 1.8303, 8.4619], [12.6456, 4.3750, 7.3740], [13.0413, 4.5828, 9.0531], [12.4325, 2.1764, 7.4774], [12.3429, 2.2314, 9.2071], [14.4282, 0.9702, 7.7981], [14.6371, 1.4804, 9.4528], [5.8928, 0.1250, 13.6417], [6.3078, -0.1186, 14.7322], [5.4915, -0.1725, 15.8041], [6.1774, -0.3939, 17.0234], [7.6093, -0.7961, 16.6546], [7.7273, -0.4811, 15.1469], [5.6658, -1.1911, 17.5649], [6.0752, 0.4765, 17.6764], [7.6638, -1.8809, 16.7658], [8.3861, -0.3712, 17.2840], [8.0217, -1.3753, 14.6005], [8.4927, 0.2773, 14.9906], [7.4483, 9.8957, 14.0823], [7.6551, 9.0950, 13.2300], [8.7121, 9.2031, 12.3830], [8.7956, 8.0762, 11.4944], [7.4119, 7.4146, 11.5434], [6.8664, 7.8411, 12.9136], [9.6243, 7.4852, 11.8922], [9.0091, 8.3254, 10.4560], [7.4227, 6.3389, 11.3922], [6.7837, 7.9130, 10.8033], [7.1077, 7.1084, 13.6926], [5.7904, 7.9733, 12.9284]]
}

---

Repeat the fifth record exactly.
{
  "formula": "C7H11NOS",
  "method": "ωB97M-V with the def2-TZVPD basis set",
  "homo_lumo_gap_ev": [8.0, 8.0],
  "de_lowest_ev": 4.019,
  "species": ["C", "C", "C", "C", "C", "C", "C", "N", "O", "S", "H", "H", "H", "H", "H", "H", "H", "H", "H", "H", "H"],
  "coordinates": [[2.2036, 1.2703, 2.2738], [3.4269, -0.6626, 1.1560], [2.5575, 0.1739, 1.5645], [0.5783, 0.4048, -1.1563], [-1.4071, -0.9836, -0.4924], [-1.2213, 1.1531, 0.8201], [-0.4076, 0.0106, 0.0162], [1.7840, 2.1840, 2.7644], [1.1592, -2.3405, 0.5974], [0.4767, -1.2250, 1.3102], [2.9781, -1.5041, 0.5602], [4.4329, -0.6846, 1.2512], [0.1342, 0.9297, -1.9776], [1.3477, 1.0106, -0.7609], [0.9890, -0.6299, -1.5764], [-2.2012, -0.4490, -0.9098], [-1.7020, -1.5623, 0.3611], [-0.9585, -1.6149, -1.2702], [-2.2556, 1.0613, 0.5665], [-1.2234, 1.0096, 1.8814], [-0.8490, 2.1380, 0.6041]]
}